Entry from OMol25: 2 unconnected molecules or ions with the total composition C5H12NO2S at a distorted geometry (ωB97M-V/def2-TZVPD).

- E (Eh) = -801.050540
- energy above the lowest of the compared OMol25 structures with the same formula, charge and spin (kcal per mole) = 85.7
- E_HOMO (eV) = -3.567
- Kohn-Sham gap (eV) = 7.1
- net charge = -1
- LUMO energy (eV) = 3.6

Last column: Löwdin charge in e.
Positions of all 21 atoms, in Å:
C 1.662348 -0.271560 -1.529459  -0.29
C -1.253802 1.314579 0.616728  -0.09
C -1.863724 -0.912055 -0.498426  -0.13
C -1.635173 -1.190266 0.919730  -0.19
C -2.193264 0.112348 0.561418  -0.39
N 3.939441 -0.607801 0.215152  -0.17
O 2.389935 1.424249 0.314984  -0.44
O 1.709862 -0.753831 1.048389  -0.40
S 2.330818 -0.013127 0.000958  0.39
H 1.677354 0.657408 -2.085855  -0.02
H -1.021246 1.661210 1.659264  0.09
H -0.320001 1.007374 0.202095  0.02
H -1.608034 2.091451 -0.023635  0.06
H 2.292843 -1.049149 -1.817722  -0.06
H -0.903131 -0.579528 -1.102081  0.11
H -2.659265 -1.532926 -0.979151  0.10
H -0.707438 -1.023007 1.371029  0.06
H -2.239745 -1.832792 1.549507  0.10
H -3.285655 0.438286 0.911572  0.15
H 4.389441 -0.181537 1.069904  0.06
H 4.486346 -0.314203 -0.652895  0.05

Atoms 1-6, force components in eV/Å:
0.191 0.820 1.614
-0.090 -0.854 1.079
0.804 0.399 -2.027
-0.322 -0.268 2.095
-2.780 2.444 0.487
1.735 0.611 -1.785